Here is 2 unconnected molecules or ions with the total composition C5H10O3 at a distorted geometry from OMol25. Energies are from ωB97M-V/def2-TZVPD.

Output
- M (g mol⁻¹) = 118.13
- SMILES string = O=CCCCC=O.O
- HOMO (eV) = -9.984
- maximum force (eV/Å) = 1.8
- relative energy (zero: lowest compared OMol25 entry of this formula, charge and spin) (kJ/mol) = 163.2

XYZ file:
```
18
Properties=species:S:1:pos:R:3:forces:R:3
O -1.266360 0.025506 2.643640 0.090 0.108 -0.359
O -1.072692 1.706080 -2.650298 0.171 -0.280 -0.216
O 0.159875 -3.340284 -1.245799 0.179 -0.055 -0.071
C -0.412138 0.798359 2.300128 0.422 0.366 0.434
C 0.716227 -0.062339 0.264016 1.478 -1.060 0.103
C 0.616041 -2.274172 -0.937701 -0.535 0.207 -0.120
C -0.007828 1.111030 0.874839 -1.259 0.431 -0.294
C -0.166636 -1.256371 -0.124226 0.849 0.247 0.147
H 0.198676 1.333539 3.064591 -0.149 -0.140 0.005
H -0.928721 1.317927 0.310924 -0.084 -0.403 0.057
H -0.196789 1.293142 -2.677824 -0.316 0.261 0.141
H 1.510348 -0.446005 0.932441 -0.396 0.225 0.286
H 0.497882 2.074352 0.807945 0.598 -0.250 0.316
H -1.132058 2.193378 -1.825886 0.161 0.022 0.065
H 1.649217 -1.989042 -1.230091 0.019 -0.027 -0.006
H -1.019133 -0.861786 -0.661297 -0.374 -0.338 -0.352
H -0.514135 -1.839165 0.729318 -0.260 0.360 0.159
H 1.368226 0.215850 -0.574723 -0.592 0.328 -0.293
```
Forces are in eV/Å.

natural (NBO) atomic charge list, values in e, 6 entries: O -0.51; O -0.93; O -0.50; C 0.45; C -0.40; C 0.45

Here is a molecular structure, C3H5I3O at a distorted geometry from OMol25. Energies are from ωB97M-V/def2-TZVPD.

Output
- M (g mol⁻¹) = 437.78
- spin multiplicity = 3
- HOMO (spin up / spin down) (eV) = -5.604 / -8.927
- maximum force (eV/Å) = 2.9
- ⟨S²⟩ = 2.0100

XYZ file:
```
12
Properties=species:S:1:pos:R:3:forces:R:3
I 1.453650 -0.575773 -2.221209 -0.435 -0.687 -1.491
I 2.077843 2.086129 0.036545 -0.085 1.055 0.362
I 2.615394 -1.211806 1.111890 0.853 -1.008 1.186
O -0.484056 -1.582463 0.571771 0.102 0.240 -2.452
C -0.396321 -0.209556 0.598012 0.241 -0.931 2.488
C -1.318004 0.639207 -0.166101 0.073 1.809 -1.407
C 1.586177 0.034388 -0.149112 -0.310 0.689 0.205
H -0.380332 -1.997151 -0.385020 -0.401 1.595 2.416
H -2.274796 0.479145 0.299736 -0.709 -0.043 0.127
H -1.388702 0.460540 -1.232785 -0.026 -0.720 -0.133
H -1.123768 1.753338 -0.179012 0.192 -1.285 0.756
H -0.367086 0.123999 1.715288 0.504 -0.713 -2.057
```
Forces are in eV/Å.

natural (NBO) atomic charge list, values in e, 6 entries: I 0.04; I 0.19; I 0.27; O -0.67; C 0.29; C -0.73

Here is a molecular structure, C27H22IN5O5PTa from OMol25. Energies are from ωB97M-V/def2-TZVPD.

Output
- M (g mol⁻¹) = 835.33
- total charge = +2
- HOMO (eV) = -14.522
- maximum force (eV/Å) = 0.1
- relative energy (zero: lowest compared OMol25 entry of this formula, charge and spin) (kJ/mol) = 14.1

XYZ file:
```
62
Properties=species:S:1:pos:R:3:forces:R:3
Ta 0.219928 0.309040 0.527661 0.099 -0.002 -0.031
I 2.140142 1.024897 2.718910 -0.009 -0.020 0.017
P 0.032771 0.795995 -2.053078 0.023 0.011 0.000
O -1.507163 -0.457455 0.485673 -0.115 -0.007 0.023
O 2.899433 -5.493202 2.107355 -0.002 0.000 0.000
O 4.028859 -4.356126 0.556746 0.007 -0.004 -0.004
O 3.562805 -1.786700 -0.604838 -0.011 0.004 0.008
O 1.948949 -0.261578 -0.255823 -0.035 0.082 0.028
N -4.159947 0.524032 -1.028685 -0.008 -0.008 0.008
N 1.024793 -3.552239 2.453148 0.013 0.008 0.008
N -4.328147 -3.984960 -0.589466 -0.007 0.009 -0.005
N 0.724556 -1.612075 1.533636 0.028 0.020 -0.046
N -2.016437 -1.721485 0.364232 -0.010 -0.047 0.035
C 0.476885 -3.068444 -3.255319 0.002 0.007 -0.001
C -1.953449 3.909215 0.539670 -0.012 0.001 -0.006
C 1.604746 3.034621 2.607293 -0.015 -0.003 -0.016
C 2.574034 -1.429483 -0.028100 0.012 -0.021 0.006
C 3.051552 -4.522288 1.424598 0.004 0.006 -0.009
C -0.250354 2.256179 1.143243 0.067 -0.020 -0.019
C 0.707023 5.630979 2.493757 -0.016 0.007 -0.005
C -1.840616 -2.491097 -3.556312 0.016 -0.007 -0.002
C -3.773461 -0.492659 -0.663983 -0.014 0.010 -0.004
C 0.745422 -1.782456 -2.810790 0.008 0.003 -0.005
C -0.287559 -0.844956 -2.723772 0.003 -0.012 0.001
C -3.813869 -2.976079 -0.407627 0.017 -0.002 0.001
C -0.011457 4.621447 1.811826 0.011 -0.031 0.001
C 1.577109 1.427337 -2.743928 -0.019 -0.008 -0.018
C 1.859539 -2.193043 0.996286 0.020 -0.009 -0.018
C -0.815067 -3.426182 -3.617042 -0.011 0.006 0.004
C -1.467592 2.590373 0.548363 -0.004 0.020 -0.021
C 1.832232 5.329054 3.208418 0.015 0.021 0.016
C 0.235364 -2.465226 2.430888 -0.014 -0.040 -0.001
C 0.459515 3.287273 1.834723 -0.013 0.037 0.008
C -1.263510 1.905361 -2.645327 -0.013 -0.002 0.021
C 2.054165 -3.410943 1.561518 -0.045 0.003 0.027
C 2.287477 3.998278 3.290408 -0.001 -0.003 -0.002
C -1.226436 4.901933 1.136983 -0.002 0.003 -0.001
C -1.582102 -1.204280 -3.108758 -0.011 0.008 -0.001
C -3.163185 -1.714370 -0.204470 0.012 0.003 -0.008
C -0.949569 -2.275544 3.302165 0.012 -0.007 0.005
H 0.341707 6.649190 2.454994 0.000 -0.002 -0.001
H -1.019060 -4.428260 -3.969548 -0.002 0.002 -0.003
H 2.406346 0.769511 -2.497453 0.010 0.006 0.002
H -2.902744 4.125258 0.068484 0.002 0.002 0.002
H -2.385786 -0.478972 -3.093440 0.002 -0.002 -0.005
H -1.396516 -1.298830 3.134913 0.004 0.004 -0.002
H 0.922794 -4.381469 3.030098 0.001 0.002 0.003
H -2.243880 1.633937 -2.257454 0.002 0.000 -0.012
H -2.838997 -2.759677 -3.876166 -0.001 0.000 0.003
H 1.779026 2.420781 -2.341848 -0.006 -0.004 0.014
H 3.156436 3.761395 3.889251 0.000 -0.004 -0.002
H 1.282574 -3.785629 -3.339321 0.000 0.002 0.001
H -0.660335 -2.348480 4.351218 -0.002 -0.002 -0.002
H -1.591065 5.922060 1.129968 0.002 -0.001 0.003
H -1.283038 1.866768 -3.735557 0.004 -0.001 -0.002
H 1.470108 1.495031 -3.827464 -0.008 -0.004 0.001
H -2.089980 1.839101 0.072540 0.003 -0.003 0.005
H 1.765382 -1.507881 -2.573536 0.001 -0.009 0.005
H -1.028253 2.920501 -2.325499 0.012 0.000 -0.006
H -1.696201 -3.044045 3.101108 -0.002 0.002 -0.002
H 4.000855 -3.496452 0.089792 -0.002 -0.003 0.003
H 2.373248 6.103018 3.734738 -0.001 -0.001 -0.001
```
Forces are in eV/Å.

natural (NBO) atomic charge list, values in e, 6 entries: Ta 2.00; I 0.46; P 1.01; O -0.64; O -0.52; O -0.63

Here is a molecular structure, C26H28GaN3O4S at a distorted geometry from OMol25. Energies are from ωB97M-V/def2-TZVPD.

Output
- M (g mol⁻¹) = 548.32
- total charge = +2
- HOMO (spin up / spin down) (eV) = -12.836 / -12.839
- maximum force (eV/Å) = 2.1
- relative energy (zero: lowest compared OMol25 entry of this formula, charge and spin) (kJ/mol) = 171.7

XYZ file:
```
63
Properties=species:S:1:pos:R:3:forces:R:3
Ga -0.062639 0.239280 0.262478 0.065 -1.464 0.957
S -1.967713 -1.302526 -3.559730 0.237 0.154 0.070
O -4.305316 1.335008 1.704566 -0.374 0.011 0.127
O 0.435648 -1.942017 0.104418 -0.748 -0.267 0.313
O 0.174611 -4.020313 0.725393 0.144 0.020 -0.104
O -2.294135 1.446160 0.725518 0.189 0.015 -0.146
N -1.907179 -1.124927 1.029878 0.527 0.193 -0.265
N 1.278282 0.163643 1.849633 -1.806 0.590 -0.884
N -0.651493 0.081161 -1.853532 0.095 0.386 1.257
C 3.709117 -0.089284 2.187337 -0.485 -0.226 -0.041
C -0.774609 -1.115969 -2.365521 -0.071 -0.297 -0.265
C -1.566153 2.372474 -2.295807 0.052 -0.241 0.142
C -2.495326 3.097494 -3.007318 -0.009 0.028 0.077
C 1.044784 0.863054 3.149021 0.003 0.052 0.208
C -3.841271 -2.817672 2.017997 0.008 -0.235 -0.015
C -3.313589 1.115821 -4.127156 -0.008 -0.079 -0.043
C 2.564616 -0.028985 1.366375 1.089 -0.282 -0.559
C 5.002645 -1.016752 0.388627 -0.049 0.053 0.017
C -3.380393 2.471717 -3.896164 -0.008 -0.014 -0.044
C -3.204289 0.819630 1.237238 0.702 0.375 -0.304
C 6.081536 -0.720271 2.648419 -0.037 0.037 -0.017
C 1.874414 2.136619 3.341033 0.025 -0.065 -0.064
C -3.097608 -0.655222 1.399953 0.415 -0.176 -0.057
C 4.046918 -1.275975 -1.932981 -0.117 0.025 0.078
C 3.926298 -0.880801 -0.486535 0.282 0.042 -0.071
C -1.656979 -2.427275 1.131299 0.226 0.045 -0.027
C -2.605244 -3.312987 1.624607 0.133 -0.024 -0.072
C -4.099758 -1.464454 1.901542 -0.070 0.094 0.075
C -2.355950 0.385198 -3.426323 0.172 -0.034 0.198
C 1.259496 -0.168685 4.279425 0.126 0.039 -0.136
C 4.908965 -0.602623 1.712992 0.072 -0.055 -0.244
C 2.755384 -0.346357 0.006090 -0.219 0.385 0.599
C -0.414478 1.270142 3.248868 -0.033 -0.085 -0.216
C -1.515133 0.988355 -2.482592 -0.240 0.207 -0.154
C -0.268956 -2.798046 0.632098 -0.093 0.551 -0.068
H 3.717137 -0.470468 -2.590766 0.028 0.000 -0.019
H 5.842291 -1.378269 3.484909 0.015 -0.003 0.001
H 1.965722 -0.067848 -0.699096 0.017 -0.047 -0.216
H 6.343971 0.254598 3.060890 0.018 -0.004 0.004
H 2.270028 -0.560350 4.317816 -0.017 -0.034 0.027
H -2.547559 4.170629 -2.879829 0.029 -0.023 -0.002
H 1.713425 2.819496 2.503749 0.007 -0.006 0.008
H -0.617719 1.689442 4.232780 0.003 -0.016 -0.013
H 5.943340 -1.400406 0.013241 -0.010 -0.028 0.011
H -0.140813 -1.941107 -2.076015 -0.098 0.012 0.062
H -4.597900 -3.486393 2.405845 0.019 -0.011 0.004
H -4.327992 2.301889 1.602189 0.079 -0.007 -0.061
H -0.641694 2.033066 2.507296 -0.128 0.127 -0.121
H 1.552868 2.639580 4.253375 -0.011 -0.011 -0.012
H -1.061822 0.401457 3.115652 -0.091 -0.032 -0.021
H 6.955317 -1.122000 2.140365 -0.002 0.005 0.001
H 5.072540 -1.532614 -2.186709 -0.008 0.012 -0.024
H -0.870361 2.851654 -1.622693 0.008 0.113 0.096
H -5.046641 -1.039310 2.203417 0.003 0.005 -0.030
H -0.420057 -4.656635 1.144516 -0.077 0.069 0.067
H -4.112519 3.066630 -4.425172 0.024 -0.005 -0.010
H 0.578280 -1.011069 4.146053 -0.010 0.016 0.023
H -3.972135 0.628479 -4.833556 0.011 0.049 -0.024
H -2.405253 -4.373725 1.696857 -0.034 -0.015 0.039
H 2.938982 1.953087 3.429457 0.008 0.072 -0.025
H 1.044942 0.307498 5.236480 -0.010 -0.013 -0.016
H 3.420770 -2.148738 -2.130863 0.041 -0.016 -0.058
H 3.659483 0.150534 3.234601 -0.008 0.030 -0.013
```
Forces are in eV/Å.

natural (NBO) atomic charge list, values in e, 6 entries: Ga 1.63; S 0.56; O -0.62; O -0.63; O -0.58; O -0.59